{"formula": "C4H7BrNS", "method": "ωB97M-V/def2-TZVPD", "elements": ["C", "C", "C", "C", "N", "S", "Br", "H", "H", "H", "H", "H", "H", "H"], "positions_angstrom": [[0.183, 0.940, 0.175], [1.369, 1.663, 0.234], [3.620, 0.088, 0.363], [-1.308, -0.856, -0.467], [-0.043, -0.250, -0.467], [2.973, 1.410, -0.348], [5.398, -0.451, -0.004], [-0.864, 1.285, 0.634], [1.512, 2.668, 0.680], [3.058, -0.571, 0.997], [-1.836, -0.858, -1.350], [-1.256, -1.876, -0.234], [-1.900, -0.367, 0.259], [0.746, -0.747, -0.870]], "forces_ev_per_a": [[-1.459, -0.692, -0.394], [-0.447, 0.593, 0.702], [1.143, -0.069, -0.860], [-0.328, -0.390, 1.071], [2.515, 2.200, 0.733], [0.129, -0.786, -0.074], [-1.321, 0.440, 0.247], [2.888, -0.082, -0.829], [-1.188, -0.674, -0.097], [-0.208, -0.149, 0.349], [-0.895, 0.610, -2.462], [0.299, -1.528, 0.801], [-0.805, 0.325, 0.830], [-0.323, 0.204, -0.017]], "max_force_ev_per_a": 3.4, "lumo_ev": [-5.90, -5.90], "gap_ev": [6.96, 6.96], "total_charge": 1, "relative_energy_ev": 2.8527, "spin_multiplicity": 1, "e_homo_ev": [-12.87, -12.87]}